C22H32N5Os | ωB97M-V/def2-TZVPD

E in eV: -33233.6297
Kohn-Sham gap (alpha / beta) in eV: 6.361 / 6.539
Expectation value of S²: 6.127
HOMO (alpha / beta) in eV: -9.5 / -11.0

Structure (ORCA input):
```
! wB97M-V def2-TZVPD RIJCOSX def2/J DEFGRID3
* xyz 1 5
C -1.03 2.03 -1.21
C -0.54 0.85 -1.83
C 0.86 0.72 -1.54
C 1.27 1.87 -0.76
C 0.06 2.64 -0.48
Os 0.03 0.80 0.49
C 2.31 -0.50 3.17
C 1.09 0.19 2.87
H 0.15 -0.39 3.01
C 0.97 1.47 2.14
H 1.93 2.00 2.00
H 0.19 2.11 2.59
C 1.92 -2.02 3.48
H 0.85 -2.05 3.18
H 2.44 -2.60 2.71
H 2.08 -2.49 4.50
C 3.22 -0.55 1.89
H 2.47 -0.27 1.12
H 4.15 0.06 1.80
H 3.43 -1.61 1.72
C -1.36 -0.02 -2.71
H -2.33 -0.23 -2.24
H -1.52 0.43 -3.70
H -0.88 -1.00 -2.83
C 1.78 -0.26 -2.19
H 1.27 -1.22 -2.30
H 2.09 0.08 -3.19
H 2.68 -0.41 -1.59
C 2.67 2.33 -0.51
H 3.38 1.52 -0.67
H 2.92 3.18 -1.16
H 2.77 2.68 0.52
C 0.00 3.97 0.20
H 0.78 4.04 0.96
H 0.13 4.78 -0.53
H -0.97 4.09 0.69
C -2.36 2.65 -1.43
H -2.62 3.32 -0.60
H -2.37 3.24 -2.35
H -3.14 1.88 -1.52
C -1.12 -2.66 -1.47
C 0.04 -2.90 -0.56
C -1.11 -3.65 -2.38
C 1.23 -3.67 -0.83
H 0.37 -2.52 0.42
C 0.01 -4.49 -2.62
H -1.94 -3.90 -3.02
C 1.23 -4.53 -1.94
H 2.05 -3.67 -0.13
H -0.06 -5.16 -3.44
H 2.14 -5.12 -2.13
N -5.28 -0.15 1.22
N -4.04 0.48 1.31
N -3.71 1.05 2.50
C -2.39 1.15 2.37
N -1.93 0.62 1.22
N -3.01 0.14 0.54
H -5.57 -0.24 0.25
H -5.93 0.34 1.81
H -1.77 1.60 3.14
*
```

Löwdin atomic charge list, values in e, 4 entries: -0.2879, -0.2629, -0.3175, -0.3864

C22H33AsFN3O4STc | ωB97M-V/def2-TZVPD

E in eV: -112561.5104
Kohn-Sham gap (alpha / beta) in eV: 7.032 / 3.632
Expectation value of S²: 3.803
HOMO (alpha / beta) in eV: -18.3 / -18.1

Structure (ORCA input):
```
! wB97M-V def2-TZVPD RIJCOSX def2/J DEFGRID3
* xyz 4 4
Tc 3.19 -0.88 1.31
C -1.77 1.74 -4.09
C -1.06 2.59 -3.03
N -0.54 1.74 -1.93
C 0.65 1.18 -2.10
C 1.28 0.38 -1.16
C 2.57 -0.27 -1.58
O 2.92 -0.25 -2.72
O 3.21 -0.93 -0.63
C 0.67 0.13 0.08
O 1.24 -0.51 1.02
C -0.68 0.62 0.22
C -1.45 0.26 1.35
C -2.72 0.71 1.50
F -3.40 0.37 2.58
C -3.31 1.60 0.55
C -2.56 1.93 -0.59
C -1.26 1.45 -0.78
N -4.55 2.14 0.75
C -5.58 1.53 1.60
C -6.95 1.60 0.91
N -7.29 3.02 0.54
C -6.23 3.60 -0.34
C -4.88 3.52 0.39
H -2.15 2.39 -4.88
H -2.61 1.18 -3.67
H -1.08 1.03 -4.54
H -1.72 3.35 -2.63
H -0.22 3.10 -3.48
H 1.17 1.37 -3.04
H -1.01 -0.37 2.11
H -3.02 2.53 -1.36
H -5.62 2.03 2.57
H -5.37 0.48 1.78
H -7.71 1.21 1.58
H -6.96 1.02 -0.01
H -7.41 3.59 1.38
H -8.20 3.04 0.05
H -6.47 4.64 -0.58
H -6.21 3.02 -1.26
H -4.94 4.09 1.32
H -4.09 3.97 -0.21
C 6.99 -0.50 1.98
C 5.83 -0.53 2.90
C 6.02 -0.39 4.35
O 4.68 -0.72 2.43
H 7.63 -1.36 2.17
H 7.61 0.37 2.17
H 6.67 -0.52 0.94
H 6.52 0.56 4.57
H 6.72 -1.16 4.70
H 5.09 -0.46 4.91
C 2.00 -3.93 -1.59
As 3.42 -4.27 -0.32
C 3.32 -6.12 0.21
C 5.10 -3.94 -1.22
S 3.16 -3.22 1.60
H 2.15 -4.63 -2.41
H 2.07 -2.92 -1.97
H 1.04 -4.12 -1.12
H 3.35 -6.75 -0.67
H 2.38 -6.28 0.75
H 4.16 -6.37 0.86
H 5.11 -4.61 -2.08
H 5.94 -4.17 -0.57
H 5.15 -2.91 -1.57
*
```

natural (NBO) atomic charge list, values in e, 4 entries: 1.3227, -0.6274, -0.2172, -0.3162

C22H33AuF2NO2SSi2 | ωB97M-V/def2-TZVPD

E in eV: -64646.7284
Kohn-Sham gap in eV: 5.503
HOMO in eV: -3.2

Structure (ORCA input):
```
! wB97M-V def2-TZVPD RIJCOSX def2/J DEFGRID3
* xyz -1 1
Au 0.33 -0.28 -1.41
F -3.72 -3.01 -3.77
C -3.27 -1.87 -3.19
C -1.96 -1.81 -2.75
C -1.51 -0.65 -2.16
C -2.36 0.48 -1.98
C -3.66 0.33 -2.44
F -4.57 1.34 -2.33
C -4.13 -0.82 -3.04
C -1.86 1.76 -1.32
C -2.63 2.90 -1.10
C -2.05 4.03 -0.53
C -0.73 4.03 -0.15
C -0.05 2.80 -0.33
N -0.59 1.73 -0.94
H -1.30 -2.66 -2.88
H -5.15 -0.88 -3.39
H -3.67 2.95 -1.40
H -2.65 4.93 -0.40
H -0.24 4.89 0.27
H 1.00 2.71 -0.11
O 2.29 0.26 -0.73
S 3.27 1.07 -1.54
C 4.83 0.12 -1.52
C 5.90 1.00 -0.89
C 5.19 1.75 0.23
C 3.94 2.33 -0.41
H 5.07 -0.18 -2.54
H 4.65 -0.78 -0.92
H 6.30 1.71 -1.62
H 6.74 0.41 -0.52
H 5.82 2.53 0.67
H 4.92 1.06 1.03
H 4.18 3.20 -1.02
H 3.18 2.61 0.32
C -2.85 0.15 2.27
Si -0.97 0.13 2.09
C -0.46 1.93 1.65
C -0.17 -0.25 3.76
C -0.47 -1.07 0.77
Si -0.45 -2.87 1.01
C 0.35 -3.41 2.63
C -2.21 -3.58 0.95
C 0.52 -3.67 -0.40
H -3.18 0.90 3.00
H -3.21 -0.82 2.60
H -3.32 0.39 1.31
H -0.78 2.66 2.40
H -1.04 2.18 0.65
H 0.61 1.97 1.57
H -0.33 0.59 4.46
H 0.90 -0.40 3.65
H -0.61 -1.14 4.22
H -0.76 -0.79 -0.28
H -0.29 -3.19 3.49
H 1.31 -2.91 2.78
H 0.53 -4.49 2.63
H -2.81 -3.20 1.78
H -2.21 -4.68 1.01
H -2.70 -3.30 0.01
H 1.55 -3.32 -0.39
H 0.08 -3.42 -1.36
H 0.53 -4.76 -0.30
O 0.94 0.35 -3.17
*
```

natural (NBO) atomic charge list, values in e, 4 entries: 1.2953, -0.3340, 0.4255, -0.3548

C22H33BNO2S | ωB97M-V/def2-TZVPD

E in eV: -40444.3540
Kohn-Sham gap (alpha / beta) in eV: 8.458 / 9.263
Expectation value of S²: 0.754
HOMO (alpha / beta) in eV: -8.2 / -9.0

Structure (ORCA input):
```
! wB97M-V def2-TZVPD RIJCOSX def2/J DEFGRID3
* xyz 0 2
C -0.85 2.54 1.21
B -0.08 1.15 0.95
O -0.21 0.17 1.98
C 0.78 0.81 -0.38
S 0.41 -0.99 -0.78
C 2.33 0.88 -0.18
C 2.91 2.31 -0.27
C 2.70 3.16 1.05
C 4.47 2.14 -0.37
N 2.48 3.14 -1.40
O 3.42 3.62 -2.12
C 1.25 2.81 -2.11
C 0.34 4.11 -2.10
C 1.61 2.60 -3.63
C 0.39 1.60 -1.67
H -0.24 3.23 1.82
H -1.82 2.30 1.68
H -1.07 3.07 0.26
H 0.62 0.04 2.44
H 1.25 -1.64 0.09
H 2.86 0.23 -0.90
H 2.59 0.50 0.83
H 1.73 3.68 1.06
H 2.66 2.42 1.88
H 3.56 3.81 1.26
H 4.74 1.45 0.47
H 5.01 3.08 -0.19
H 4.76 1.62 -1.29
H 0.68 4.77 -2.93
H -0.72 3.89 -2.31
H 0.49 4.70 -1.18
H 0.67 2.24 -4.11
H 2.35 1.79 -3.77
H 1.88 3.54 -4.14
H -0.66 1.91 -1.55
H 0.37 0.87 -2.50
C -4.16 0.20 0.82
C -5.51 -0.12 0.66
C -5.94 -1.43 0.82
C -5.02 -2.42 1.16
C -3.68 -2.11 1.33
C -3.25 -0.80 1.15
H -3.83 1.22 0.68
H -6.22 0.65 0.40
H -6.98 -1.68 0.69
H -5.36 -3.44 1.30
H -2.97 -2.88 1.59
H -2.20 -0.55 1.27
C 0.24 -5.59 2.28
C -0.50 -4.51 1.83
C -0.62 -4.26 0.47
C 0.00 -5.11 -0.44
C 0.73 -6.20 0.01
C 0.86 -6.44 1.37
H 0.34 -5.78 3.34
H -0.98 -3.85 2.55
H -1.19 -3.41 0.12
H -0.10 -4.92 -1.51
H 1.21 -6.86 -0.71
H 1.44 -7.28 1.72
*
```

natural (NBO) atomic charge list, values in e, 4 entries: -1.0691, 1.1842, -0.9655, -0.5248